Entry 1:
Below is a gas-phase ion, C6H6INO3P (charge +1), with properties calculated with ωB97M-V with the def2-TZVPD basis set.

Output
Frontier orbital gap = 7.949 eV
Calculated total energy = -1151.351437 hartree
Net charge = +1
Energy above the lowest of the compared OMol25 structures with the same formula, charge and spin = 0.0 kcal per mole
Structure (SMILES) = O=[PH2]c1c(C(=O)O)cc[nH+]c1I

CARTESIAN COORDINATES (ANGSTROEM)
1 I 2.75158 2.69758 -0.34726
2 P -0.98752 2.10809 -0.61725
3 O -0.51899 3.50900 -0.19644
4 O -2.40250 -1.61645 -1.13261
5 O -2.95121 -0.70886 0.91289
6 N 2.54816 -0.34558 0.30470
7 C -1.99649 -1.03961 -0.09326
8 C 1.73418 0.81722 -0.04051
9 C -0.42984 -0.72878 0.02843
10 C 0.49557 -1.94197 0.35274
11 C 0.19850 0.70633 -0.18114
12 C 2.01655 -1.67547 0.50050
13 H -2.21349 1.84694 0.11798
14 H 0.07580 -3.00083 0.47722
15 H 2.73613 -2.54052 0.74409
16 H -1.31536 1.96145 -2.00239
17 H 3.57551 -0.24691 0.40033
18 H -3.31658 0.19837 0.77199

Forces on atoms 1 to 2 (eV/Å):
-0.7213 -1.6684 0.3024
0.7660 3.5855 1.5344


Entry 2:
Below is a molecular structure, C6H6LiMgO2, with properties calculated with ωB97M-V with the def2-TZVPD basis set.

Output
Frontier orbital gap (spin up / spin down) = 7.690 / 7.352 eV
Calculated total energy = -589.539601 hartree
2S+1 = 2
Net charge = +2
Energy above the lowest of the compared OMol25 structures with the same formula, charge and spin = 13.0 kcal per mole

CARTESIAN COORDINATES (ANGSTROEM)
1 Mg 4.04060 0.76265 -1.20652
2 O 2.15807 0.06281 -0.12542
3 O -1.02674 -1.01059 2.60495
4 C -0.98985 -0.79325 1.49307
5 C -1.51037 1.91977 0.32673
6 C -1.15983 0.83529 -0.37752
7 C 0.54769 -1.68103 -0.60976
8 C -0.95527 -0.56296 0.11318
9 C 1.71719 -1.08524 -0.39414
10 Li 1.21436 1.50925 0.75954
11 H 1.61776 -1.67466 -1.61542
12 H -1.68333 1.90131 1.40626
13 H -1.71112 -1.22499 -0.34013
14 H -1.67354 2.86879 -0.18554
15 H -1.01783 0.91330 -1.45900
16 H 0.43222 -2.74046 -0.39030

Forces on atoms 1 to 2 (eV/Å):
-0.1476 -0.3137 0.1638
0.6647 1.2696 0.1201


Entry 3:
Below is a molecular structure, C6H6N, with properties calculated with ωB97M-V with the def2-TZVPD basis set.

Output
Frontier orbital gap = 8.978 eV
Calculated total energy = -286.505032 hartree
Net charge = +1
Energy above the lowest of the compared OMol25 structures with the same formula, charge and spin = 81.7 kcal per mole

CARTESIAN COORDINATES (ANGSTROEM)
1 N -0.69515 0.14126 0.01714
2 C -0.86265 -1.83129 -0.53304
3 C 0.46260 1.07816 0.18998
4 C 1.28503 0.05057 -0.30453
5 C 0.91359 2.29152 0.41326
6 C 0.26124 -0.82507 -0.42121
7 C -1.73819 -0.61544 -0.17139
8 H -2.76375 -0.29569 0.10470
9 H 0.47392 3.20960 0.81844
10 H 2.36381 0.11179 -0.56375
11 H 1.96850 2.32419 0.07607
12 H -0.91687 -2.55846 0.15696
13 H -1.01032 -2.51882 -1.37332

Forces on atoms 1 to 2 (eV/Å):
-0.5182 -0.4331 0.1655
-0.4797 1.1649 -2.8309


Entry 4:
Below is a gas-phase ion, C6H6N (charge +1), with properties calculated with ωB97M-V with the def2-TZVPD basis set.

Output
Frontier orbital gap (spin up / spin down) = 6.810 / 8.676 eV
Calculated total energy = -286.367004 hartree
Net charge = +1
Energy above the lowest of the compared OMol25 structures with the same formula, charge and spin = 168.3 kcal per mole

CARTESIAN COORDINATES (ANGSTROEM)
1 N -0.67233 0.47507 -0.38130
2 C 1.27769 -0.75108 -0.16273
3 C 1.26488 1.64911 -0.08427
4 C -1.87909 0.80567 0.17942
5 C 2.52013 -0.73856 0.25628
6 C 1.93673 0.58686 0.16000
7 C -0.15403 -0.83777 -0.36724
8 H 3.39762 -1.24526 0.58791
9 H -0.35586 -1.25287 -1.37357
10 H -2.61257 0.88200 -0.64817
11 H -2.28028 0.11912 0.93483
12 H -0.60187 -1.53503 0.36229
13 H -1.84102 1.84273 0.53655

Forces on atoms 1 to 2 (eV/Å):
2.1159 0.9718 -0.0268
1.2012 1.4031 0.7808


Copy entry 4 word for word.
Below is a gas-phase ion, C6H6N (charge +1), with properties calculated with ωB97M-V with the def2-TZVPD basis set.

Output
Frontier orbital gap (spin up / spin down) = 6.810 / 8.676 eV
Calculated total energy = -286.367004 hartree
Net charge = +1
Energy above the lowest of the compared OMol25 structures with the same formula, charge and spin = 168.3 kcal per mole

CARTESIAN COORDINATES (ANGSTROEM)
1 N -0.67233 0.47507 -0.38130
2 C 1.27769 -0.75108 -0.16273
3 C 1.26488 1.64911 -0.08427
4 C -1.87909 0.80567 0.17942
5 C 2.52013 -0.73856 0.25628
6 C 1.93673 0.58686 0.16000
7 C -0.15403 -0.83777 -0.36724
8 H 3.39762 -1.24526 0.58791
9 H -0.35586 -1.25287 -1.37357
10 H -2.61257 0.88200 -0.64817
11 H -2.28028 0.11912 0.93483
12 H -0.60187 -1.53503 0.36229
13 H -1.84102 1.84273 0.53655

Forces on atoms 1 to 2 (eV/Å):
2.1159 0.9718 -0.0268
1.2012 1.4031 0.7808


- Which of these has the lowest energy above the lowest of the compared OMol25 structures with the same formula, charge and spin?
  C6H6INO3P